{
  "formula": "C18H20N6O2S2",
  "method": "wB97M-V/def2-TZVPD",
  "homo_ev": -8.189,
  "smiles": "CCc1nnc(SCC(=O)Nc2nnc(-c3ccc4c(c3)CCO4)s2)n1CC",
  "gap_ev": 8.52,
  "e_tot_ha": -1973.286398,
  "relative_energy_kcal_mol": 1.2,
  "species": ["O", "N", "N", "N", "N", "O", "S", "S", "C", "C", "C", "C", "C", "C", "C", "C", "C", "C", "C", "N", "N", "C", "C", "C", "C", "C", "C", "C", "H", "H", "H", "H", "H", "H", "H", "H", "H", "H", "H", "H", "H", "H", "H", "H", "H", "H", "H", "H"],
  "positions_angstrom": [[1.96407, 0.63803, -0.74318], [-2.05827, 3.06417, 0.76435], [-1.84552, 1.80298, 0.29481], [1.61411, -4.35370, -2.15106], [1.86743, -5.67620, -2.38966], [-0.47973, 9.27272, 2.14841], [0.44250, 2.90084, 0.32088], [-0.13373, -2.75184, -0.76784], [1.05074, -0.17952, -0.61032], [-0.92395, 3.78166, 0.86132], [-0.58369, 1.52816, 0.09502], [0.53160, -4.25512, -1.38842], [0.93349, -6.36713, -1.86797], [-1.96578, 7.36382, 1.75471], [-2.07305, 5.98099, 1.47930], [0.31293, 5.82188, 1.54657], [-0.73727, 7.95652, 1.96235], [-0.92188, 5.21488, 1.32202], [0.41079, 7.18171, 1.80957], [-0.20162, 0.22776, -0.24159], [0.04267, -5.53812, -1.19153], [1.32330, -1.62433, -1.01385], [1.42805, -8.66115, -0.90940], [-2.45421, -5.57754, -1.22781], [0.95622, 9.43025, 2.01027], [0.84075, -7.85441, -2.06965], [1.59001, 8.02545, 1.99168], [-1.17683, -5.95568, -0.47962], [-2.87294, 7.98634, 1.82908], [-3.01772, 5.51896, 1.29827], [1.23596, 5.28500, 1.44665], [-0.94076, -0.42911, -0.25273], [2.12101, -2.00172, -0.40812], [1.57982, -1.62980, -2.04999], [2.46802, -8.35883, -0.70545], [1.34935, -9.74450, -1.12135], [0.84552, -8.46145, 0.02063], [-3.32975, -5.69115, -0.57279], [-2.42492, -4.50496, -1.52231], [-2.54653, -6.24069, -2.08803], [1.17369, 9.89289, 1.04410], [1.37150, 10.06168, 2.80589], [-0.20774, -8.16017, -2.24388], [1.40098, -8.12190, -2.98434], [2.17912, 7.76556, 2.86136], [2.26663, 7.99342, 1.14916], [-1.18710, -5.50887, 0.49608], [-1.21724, -7.04785, -0.31161]],
  "nbo_charge": [-0.59, -0.25, -0.28, -0.33, -0.28, -0.47, 0.46, 0.20, 0.67, -0.04, 0.17, 0.17, 0.34, -0.26, -0.17, -0.18, 0.31, -0.03, -0.09, -0.61, -0.38, -0.56, -0.60, -0.62, -0.06, -0.44, -0.45, -0.21, 0.23, 0.24, 0.21, 0.42, 0.26, 0.27, 0.22, 0.22, 0.20, 0.22, 0.22, 0.21, 0.18, 0.20, 0.21, 0.24, 0.22, 0.22, 0.21, 0.22]
}

***

{
  "formula": "C18H21BF4IrN2O3P",
  "method": "wB97M-V/def2-TZVPD",
  "homo_ev": [-6.664, -9.086],
  "s_squared": 6.04,
  "gap_ev": [6.53, 5.05],
  "spin_multiplicity": 5,
  "e_tot_ha": -1903.722883,
  "relative_energy_kcal_mol": 38.7,
  "species": ["Ir", "C", "O", "C", "C", "C", "C", "C", "C", "N", "N", "C", "O", "C", "C", "C", "C", "C", "C", "C", "O", "H", "H", "H", "H", "H", "H", "H", "H", "H", "H", "H", "H", "C", "P", "C", "C", "H", "H", "H", "H", "H", "H", "H", "H", "H", "F", "B", "F", "F", "F"],
  "positions_angstrom": [[-9.93735, -12.28220, 6.10793], [-8.78301, -7.43839, 3.60071], [-8.82031, -8.89814, 3.51819], [-10.09663, -9.35013, 3.35053], [-10.94725, -8.78171, 2.48418], [-12.11233, -9.39564, 2.03292], [-12.42163, -10.59085, 2.53041], [-11.65650, -11.23932, 3.56055], [-12.02528, -12.53876, 4.13917], [-11.39879, -13.17170, 5.13364], [-11.84129, -14.40803, 5.58721], [-11.30812, -14.53076, 6.81731], [-10.51989, -13.71764, 7.42532], [-11.57312, -15.79692, 7.56320], [-12.70583, -16.49287, 7.21426], [-13.18207, -17.50643, 8.04296], [-12.46812, -17.86022, 9.17156], [-11.40069, -17.06219, 9.60885], [-10.92052, -16.04055, 8.79144], [-10.37114, -10.70466, 3.82226], [-9.45853, -11.42937, 4.40701], [-9.73932, -7.01197, 3.38538], [-8.15282, -7.07557, 2.78344], [-8.32174, -7.20740, 4.55927], [-10.69059, -7.75191, 2.24647], [-12.84275, -8.85530, 1.38916], [-13.21420, -11.18611, 2.09770], [-12.93192, -13.00475, 3.71917], [-13.23795, -16.27853, 6.25349], [-14.15877, -17.95207, 7.95986], [-12.80582, -18.72999, 9.72680], [-10.97712, -17.35005, 10.56494], [-10.25733, -15.26225, 9.25451], [-8.83043, -11.66260, 9.33137], [-8.58724, -11.15685, 7.49600], [-9.32043, -9.45114, 7.27715], [-6.83623, -10.96902, 7.10884], [-8.51455, -10.82570, 9.89056], [-8.24172, -12.55290, 9.44590], [-9.83034, -11.95950, 9.57457], [-8.65115, -8.68896, 7.69000], [-10.32810, -9.56883, 7.56750], [-9.28008, -9.24459, 6.21308], [-6.52574, -12.01547, 7.19200], [-6.22210, -10.46046, 7.84395], [-6.68683, -10.45273, 6.15762], [-7.67733, -7.49928, 6.10647], [-6.27373, -7.36873, 5.95516], [-6.00190, -7.22611, 4.59664], [-5.82400, -6.25473, 6.74964], [-5.65739, -8.46115, 6.57646]],
  "mulliken_spin": [1.44, 0.01, 0.22, 0.12, 0.26, 0.06, 0.25, -0.03, 0.46, 0.32, 0.07, 0.08, 0.12, -0.03, 0.03, -0.01, 0.02, -0.01, 0.02, 0.38, 0.15, 0.00, 0.01, 0.00, 0.02, 0.00, 0.01, 0.02, 0.00, 0.00, 0.00, 0.00, 0.00, 0.01, -0.04, 0.01, 0.01, 0.00, 0.00, 0.00, 0.00, 0.00, -0.01, 0.00, 0.00, 0.00, 0.00, 0.00, 0.00, 0.00, 0.00]
}

***

{
  "formula": "C18H21Br4FO4S",
  "method": "wB97M-V/def2-TZVPD",
  "homo_ev": -9.081,
  "smiles": "C/C(Br)=C(/Br)[C@H]1C[C@@](CCO)(/C(Br)=C(\\C)Br)CS(=O)(=O)O1.Fc1ccccc1",
  "gap_ev": 8.86,
  "e_tot_ha": -11793.208879,
  "species": ["C", "C", "Br", "C", "Br", "C", "C", "C", "C", "C", "O", "C", "Br", "C", "C", "Br", "C", "S", "O", "O", "O", "H", "H", "H", "H", "H", "H", "H", "H", "H", "H", "H", "H", "H", "H", "H", "H", "F", "C", "C", "C", "C", "C", "C", "H", "H", "H", "H", "H"],
  "positions_angstrom": [[-0.84795, -3.76853, -0.06547], [-2.17531, -3.23915, 0.69947], [-2.44532, -3.89055, 2.61121], [-3.13324, -2.36184, 0.00396], [-4.77574, -1.85959, 1.11278], [-3.10847, -1.76283, -1.50005], [-2.98650, -0.09410, -1.48657], [-1.52852, 0.47236, -0.99114], [-1.46649, 2.03170, -1.60933], [-0.20017, 2.90092, -1.04391], [-0.41664, 3.56810, 0.24750], [-1.26148, 0.40390, 0.62010], [0.17869, -0.71800, 1.53273], [-2.09645, 1.18884, 1.61890], [-3.30491, 2.21674, 1.21940], [-1.74348, 1.00201, 3.62247], [-0.40390, -0.31782, -1.92032], [-1.19963, -1.37212, -3.29328], [-0.02883, -2.27476, -3.84547], [-1.80058, -0.53354, -4.44543], [-2.28157, -2.41732, -2.50456], [-0.36974, -3.05588, -0.85476], [0.01242, -4.00865, 0.72586], [-1.10166, -4.80759, -0.58656], [-4.22858, -1.91793, -1.90030], [-3.34894, 0.38207, -2.52028], [-3.83002, 0.23938, -0.71008], [-2.51026, 2.57465, -1.55459], [-1.26878, 1.88492, -2.77820], [0.14757, 3.72469, -1.82305], [0.70109, 2.16059, -0.91351], [0.44116, 3.80025, 0.71017], [-2.97063, 3.10666, 0.49705], [-4.29879, 1.68396, 0.83798], [-3.65417, 2.78434, 2.21195], [0.29257, -1.04493, -1.34001], [0.32210, 0.43195, -2.50030], [3.99342, 2.19990, 0.43479], [4.60417, 1.22776, 1.12511], [3.85178, 0.17764, 1.63972], [4.48800, -0.83744, 2.35416], [5.86948, -0.78526, 2.55553], [6.61523, 0.27557, 2.03935], [5.98034, 1.28452, 1.31550], [2.77861, 0.15825, 1.48044], [3.90984, -1.66683, 2.75392], [6.36466, -1.57489, 3.11665], [7.68974, 0.31616, 2.20087], [6.54592, 2.11174, 0.89962]],
  "nbo_charge": [-0.69, -0.04, 0.07, -0.12, 0.04, 0.03, -0.48, -0.11, -0.43, -0.08, -0.76, -0.11, 0.05, -0.02, -0.71, 0.06, -0.62, 2.12, -0.87, -0.86, -0.66, 0.24, 0.25, 0.25, 0.23, 0.28, 0.26, 0.24, 0.24, 0.19, 0.17, 0.49, 0.26, 0.24, 0.25, 0.29, 0.28, -0.33, 0.40, -0.30, -0.18, -0.23, -0.19, -0.29, 0.23, 0.22, 0.22, 0.22, 0.23]
}